(1)
Density functional theory data (wB97M-V/def2-TZVPD) for a 2-piece molecular cluster, C25H41ClF6N3O3SSi overall at a distorted geometry.

Geometry (Å):
Cl (-0.576, 0.174, -1.618)
S (-2.713, 0.786, 3.033)
Si (1.447, 1.825, -0.175)
F (2.886, -2.848, -2.015)
F (1.025, -3.938, -2.403)
F (1.017, -4.673, 0.301)
F (-2.664, 5.374, 0.992)
F (-3.498, 4.068, -0.518)
F (-4.130, 3.892, 1.546)
O (-2.062, 3.282, 1.017)
O (4.443, 3.948, -2.024)
O (5.149, 5.882, -2.887)
N (-2.130, -2.164, 2.138)
N (-0.036, -1.208, 1.949)
N (-2.045, 0.090, 1.553)
C (-4.051, -2.762, 0.647)
C (2.436, 2.123, 1.397)
C (-0.012, -0.825, 4.296)
C (-3.578, -2.304, 2.050)
C (-3.073, 4.135, 0.749)
C (2.541, 1.375, -1.634)
C (1.981, -1.182, 0.503)
C (-1.115, 1.099, 0.915)
C (4.440, 4.738, -2.926)
C (-1.438, -1.093, 1.913)
C (-1.668, -6.580, 0.248)
C (0.027, 0.505, 0.077)
C (-4.686, -4.154, 0.714)
C (-1.995, 2.104, 0.174)
C (-3.694, -5.289, 0.994)
C (0.536, -0.570, 3.045)
C (0.491, -0.886, 0.599)
C (-2.678, -5.483, -0.133)
C (0.735, 3.507, -0.609)
C (4.873, 6.684, -4.051)
C (2.241, -2.666, 0.856)
C (4.356, 5.702, -5.095)
C (1.859, -3.495, -1.493)
C (3.654, 4.662, -4.223)
C (1.711, -3.611, -0.174)
H (3.715, 6.168, -5.840)
H (-1.146, -6.923, -0.643)
H (0.240, 4.012, 0.218)
H (5.194, 5.239, -5.615)
H (-3.245, -2.701, -0.083)
H (0.089, 3.461, -1.488)
H (-4.253, -6.218, 1.107)
H (1.606, 4.089, -0.921)
H (2.202, 0.459, -2.118)
H (-3.216, -5.743, -1.044)
H (-4.839, -2.077, 0.334)
H (0.032, -1.856, 4.640)
H (2.581, 2.176, -2.366)
H (-1.605, 2.407, -0.787)
H (1.827, 2.096, 2.301)
H (3.550, 1.206, -1.256)
H (-5.391, -4.125, 1.552)
H (2.594, -0.602, 1.189)
H (2.307, -1.077, -0.529)
H (-2.090, -4.576, -0.292)
H (-4.095, -1.392, 2.322)
H (3.331, -2.772, 0.874)
H (2.795, 3.151, 1.307)
H (1.906, -2.934, 1.855)
H (2.616, 4.930, -4.017)
H (1.464, -0.015, 2.942)
H (-3.972, 1.045, 2.630)
H (3.325, 1.501, 1.475)
H (3.702, 3.660, -4.641)
H (-2.150, -7.415, 0.755)
H (-3.178, -5.097, 1.943)
H (5.787, 7.187, -4.356)
H (0.027, -1.628, -0.056)
H (-5.286, -4.363, -0.171)
H (-0.490, -0.075, 4.912)
H (-0.649, 1.653, 1.737)
H (4.130, 7.436, -3.782)
H (-3.003, 1.699, 0.091)
H (-0.947, -6.153, 0.945)
H (-1.600, -2.994, 2.373)
H (-3.872, -3.063, 2.772)

Computed properties:
Energy above the lowest of the compared OMol25 structures with the same formula, charge and spin in kJ/mol: 65.9
Gap between HOMO and LUMO in eV: 7.50
Net charge: +1

(2)
Density functional theory data (wB97M-V/def2-TZVPD) for a 2-piece molecular cluster, C3H8ClN4 overall at a distorted geometry.

Geometry (Å):
Cl (1.244, -1.821, 0.251)
N (-0.066, 0.843, 0.147)
N (1.722, 2.477, 0.145)
N (-1.736, -0.504, -0.348)
N (-0.768, -0.159, 0.477)
C (-2.903, -1.154, 0.171)
C (0.972, 1.429, 0.109)
C (2.641, -1.057, -0.198)
H (2.636, 2.465, -0.286)
H (-2.746, -1.353, 1.227)
H (1.411, 3.346, 0.568)
H (-3.092, -2.090, -0.356)
H (2.889, -1.011, -1.240)
H (3.340, -0.777, 0.570)
H (-1.768, -0.128, -1.292)
H (-3.775, -0.506, 0.055)

Computed properties:
Energy above the lowest of the compared OMol25 structures with the same formula, charge and spin in kJ/mol: 225.7
Gap between HOMO and LUMO (alpha / beta) in eV: 6.46 / 8.56
Net charge: +1

(3)
Density functional theory data (wB97M-V/def2-TZVPD) for C44H42AsBiN8O7P3 as an isolated structure.

Geometry (Å):
Bi (-1.735, -0.252, 0.226)
As (4.016, -3.679, -0.428)
P (-6.068, 0.654, 0.884)
P (-4.636, 0.749, -1.892)
P (1.400, 0.184, -0.658)
O (-4.487, 2.585, -0.050)
O (-3.286, 0.189, -1.607)
O (-4.600, 1.750, -3.112)
O (-7.247, -0.233, 0.248)
O (-4.756, -1.459, 0.152)
O (-5.720, -0.290, -2.375)
O (-6.473, 1.548, 1.979)
N (0.322, 1.277, 3.986)
N (-1.334, 3.740, -1.596)
N (-3.415, 0.722, 2.613)
N (0.469, 4.850, -2.873)
N (-3.433, -2.923, 1.340)
N (-3.496, 0.030, 1.433)
N (-1.520, 1.873, -0.076)
N (-1.110, 0.447, 2.363)
C (-3.046, 2.351, 4.980)
C (4.802, -2.699, 1.072)
C (-5.453, 1.672, -0.542)
C (4.608, -2.714, -3.123)
C (-0.181, -1.075, -2.585)
C (-0.345, 4.316, -2.252)
C (6.538, -3.197, -1.781)
C (-6.673, 2.414, -1.119)
C (-2.699, -4.049, 1.357)
C (4.842, -2.448, 3.479)
C (0.078, 0.616, 2.863)
C (7.362, -2.883, -2.853)
C (-0.888, -1.187, -3.774)
C (2.486, -2.445, -0.705)
C (0.578, 0.067, -2.299)
C (0.591, 1.102, -3.233)
C (4.407, -3.118, 2.342)
C (5.432, -2.404, -4.198)
C (2.835, -0.965, -0.810)
C (-0.861, -0.149, -4.695)
C (3.260, 2.134, -1.518)
C (2.314, 4.052, 0.256)
C (1.742, 2.787, 0.225)
C (6.810, -2.481, -4.062)
C (-4.000, -2.597, 0.204)
C (-1.358, 2.746, -0.855)
C (-4.777, -0.606, 1.286)
C (-2.013, 1.744, 4.272)
C (5.659, -1.606, 0.961)
C (-0.710, 1.896, 4.727)
C (-0.417, 2.637, 5.862)
C (3.359, 4.356, -0.601)
C (-2.245, 0.959, 3.053)
C (-1.454, 3.230, 6.558)
C (-2.768, 3.086, 6.117)
C (-0.122, 0.994, -4.420)
C (2.204, 1.816, -0.663)
C (-3.111, -4.456, -0.950)
C (-2.505, -4.841, 0.245)
C (6.103, -0.940, 2.097)
C (3.832, 3.396, -1.487)
C (-3.877, -3.311, -0.985)
C (5.152, -3.098, -1.900)
C (5.692, -1.356, 3.357)
H (7.453, -2.237, -4.898)
H (6.774, -0.097, 1.996)
H (4.995, -2.106, -5.143)
H (3.767, -3.987, 2.446)
H (-8.096, -0.042, 0.667)
H (0.933, 0.201, 2.340)
H (3.632, 1.403, -2.227)
H (-3.575, 3.555, 6.664)
H (-1.412, -0.232, -5.623)
H (-6.310, 3.249, -1.713)
H (1.962, -2.799, -1.593)
H (-5.058, -1.165, 2.183)
H (3.358, -0.754, -1.742)
H (-4.366, -2.974, -1.889)
H (6.981, -3.518, -0.846)
H (-6.020, -0.884, -1.671)
H (-7.288, 2.801, -0.305)
H (0.905, 2.562, 0.878)
H (-2.987, -5.051, -1.846)
H (-4.061, 2.233, 4.620)
H (-1.904, -5.737, 0.307)
H (3.533, -2.660, -3.254)
H (1.831, -2.636, 0.151)
H (-1.238, 3.811, 7.444)
H (1.935, 4.803, 0.938)
H (-0.089, 1.809, -5.133)
H (4.538, -2.792, 4.459)
H (-7.286, 1.769, -1.747)
H (-1.463, -2.082, -3.976)
H (5.986, -1.268, -0.015)
H (-0.223, -1.896, -1.875)
H (1.166, 2.000, -3.050)
H (3.798, 5.345, -0.592)
H (8.436, -2.959, -2.745)
H (0.608, 2.747, 6.194)
H (-2.258, -4.307, 2.312)
H (6.049, -0.844, 4.241)
H (-3.705, 1.992, -3.376)
H (4.640, 3.637, -2.165)
H (1.274, 1.354, 4.309)
H (-4.790, 2.924, 0.806)
H (3.501, -0.681, 0.008)

Computed properties:
Energy above the lowest of the compared OMol25 structures with the same formula, charge and spin in kJ/mol: 251.7
Gap between HOMO and LUMO in eV: 7.78
Net charge: +1

(4)
Density functional theory data (wB97M-V/def2-TZVPD) for a 2-piece molecular cluster, C9H14 overall at a distorted geometry.

Geometry (Å):
C (-0.890, 0.774, 1.855)
C (-0.349, -1.711, 1.925)
C (-1.683, 1.815, -0.118)
C (-1.761, 0.523, -0.890)
C (-1.326, 1.909, 1.143)
C (-0.749, -0.460, 1.168)
C (2.050, 0.459, -1.137)
C (1.902, -0.793, -1.988)
C (-1.134, -0.543, -0.191)
H (-1.436, 2.788, 1.705)
H (2.655, -1.596, -1.543)
H (-0.955, -1.501, -0.732)
H (-0.619, 0.785, 2.930)
H (3.145, 0.606, -0.829)
H (0.701, -1.527, 2.191)
H (-1.941, 0.623, -2.026)
H (1.388, 0.415, -0.188)
H (-1.118, -1.789, 2.639)
H (1.682, 1.435, -1.625)
H (-2.119, 2.632, -0.682)
H (2.065, -0.845, -3.053)
H (-0.479, -2.594, 1.260)
H (0.971, -1.404, -1.813)

Computed properties:
SMILES string: Cc1ccccc1.CC
Energy above the lowest of the compared OMol25 structures with the same formula, charge and spin in kJ/mol: 169.1
Gap between HOMO and LUMO in eV: 9.92

(5)
Density functional theory data (wB97M-V/def2-TZVPD) for a 6-piece molecular cluster, H12O6 overall at a distorted geometry.

Geometry (Å):
O (5.260, -0.767, 0.456)
O (-2.672, -1.136, -0.084)
O (-3.801, 0.627, -0.133)
O (-0.873, -0.187, 1.710)
O (1.311, 3.165, -0.475)
O (0.703, -1.563, -1.439)
H (1.363, 2.267, -0.128)
H (-2.502, -2.073, 0.064)
H (-3.261, 0.186, -0.798)
H (0.374, 3.290, -0.661)
H (-0.100, -1.046, -1.312)
H (-1.967, -0.861, -0.681)
H (-4.664, 0.205, -0.214)
H (5.981, -0.132, 0.386)
H (1.386, -1.049, -0.993)
H (-0.009, -0.583, 1.866)
H (-1.258, -0.108, 2.591)
H (5.242, -1.198, -0.406)

Computed properties:
SMILES string: O.O.O.O.O.O
Energy above the lowest of the compared OMol25 structures with the same formula, charge and spin in kJ/mol: 315.7
Gap between HOMO and LUMO in eV: 9.91

(6)
Density functional theory data (wB97M-V/def2-TZVPD) for a 3-piece molecular cluster, C19H45NO12P2 overall at a distorted geometry.

Geometry (Å):
P (6.613, -0.694, 4.060)
P (1.278, -1.802, -2.004)
O (-6.129, 2.767, -3.895)
O (-8.156, 3.637, -3.399)
O (6.561, 0.913, 3.916)
O (2.038, -3.013, -1.234)
O (0.486, -0.870, -2.864)
O (2.483, -0.773, -1.585)
O (6.770, -1.199, 2.686)
O (0.285, -1.715, -0.681)
O (-9.970, 4.356, -4.531)
O (-10.134, 2.822, -2.858)
O (8.041, -0.857, 4.785)
O (5.697, -0.775, 5.347)
N (-11.496, 2.616, -3.235)
C (-4.033, 1.576, -3.803)
C (4.203, 1.568, 3.817)
C (3.911, -2.779, 0.244)
C (-5.541, 1.472, -3.928)
C (-0.948, -3.818, -0.539)
C (6.511, -0.771, 7.609)
C (5.547, 1.525, 3.115)
C (2.970, 0.232, -2.475)
C (-12.333, 2.840, -2.052)
C (-9.484, 3.664, -3.696)
C (5.977, -1.623, 6.484)
C (3.469, -3.180, -1.142)
C (10.130, -1.111, 3.598)
C (-1.006, -2.311, -0.712)
C (-7.461, 2.753, -4.274)
C (2.477, 1.597, -2.047)
C (9.007, -1.810, 4.330)
C (-3.436, 0.165, -3.914)
C (-13.564, 1.947, -2.147)
H (6.661, -2.429, 6.221)
H (2.682, 0.021, -3.505)
H (-7.878, 1.744, -4.157)
H (9.392, -2.314, 5.220)
H (-3.479, -0.157, -4.955)
H (-1.516, -2.046, -1.643)
H (-3.632, 2.236, -4.569)
H (8.543, -2.567, 3.698)
H (-2.433, 0.112, -3.503)
H (9.740, -0.542, 2.755)
H (5.792, 0.006, 7.869)
H (2.827, 2.368, -2.735)
H (10.638, -0.412, 4.263)
H (-1.953, -4.231, -0.440)
H (5.896, 2.537, 2.914)
H (-14.343, 2.327, -1.491)
H (3.675, -4.239, -1.310)
H (-1.564, -1.862, 0.110)
H (-7.559, 3.083, -5.313)
H (-0.466, -4.295, -1.396)
H (-5.788, 0.946, -4.857)
H (2.838, 1.832, -1.045)
H (3.488, 2.149, 3.235)
H (3.393, -3.376, 0.996)
H (-0.368, -4.078, 0.346)
H (5.030, -2.079, 6.773)
H (-13.327, 0.938, -1.806)
H (3.671, -1.737, 0.445)
H (3.796, 0.564, 3.952)
H (-3.833, 1.987, -2.813)
H (-11.553, 1.626, -3.454)
H (-12.607, 3.893, -2.013)
H (3.992, -2.621, -1.915)
H (10.859, -1.834, 3.229)
H (6.703, -1.385, 8.489)
H (-4.109, -0.500, -3.367)
H (4.061, 0.194, -2.424)
H (4.304, 2.014, 4.807)
H (7.435, -0.274, 7.315)
H (-11.767, 2.576, -1.156)
H (5.470, 1.003, 2.157)
H (1.388, 1.618, -2.019)
H (-13.924, 1.878, -3.173)
H (-5.919, 0.900, -3.072)
H (4.986, -2.920, 0.357)

Computed properties:
SMILES string: CCOP(=O)(OCC)OCC.CCOP(=O)(OCC)OCC.CCCOCOC(=O)ONCC
Gap between HOMO and LUMO in eV: 9.16